Computed, not measured: a structure of composition C49H43As3F6FeN3O2 at a distorted geometry, with the ωB97M-V functional and the def2-TZVPD basis.

```
107
Properties=species:S:1:pos:R:3:forces:R:3
As 3.207426 1.853768 -2.699013 -0.38 -0.35 0.16
As -1.159634 -0.831436 2.034964 -0.60 -0.84 0.26
As -0.993041 -1.284177 -1.155009 -0.20 -1.79 -0.17
Fe 0.549615 0.637268 -0.040309 -0.11 1.09 0.25
F 4.008571 2.144995 -1.211812 -0.06 0.11 -0.19
F 1.793049 1.023393 -1.507637 -0.26 -0.28 0.50
F 2.276325 3.280499 -2.446670 0.12 -0.03 -0.08
F 2.141745 1.387177 -3.957918 0.11 0.11 0.12
F 4.379567 2.543340 -3.687064 0.03 0.03 -0.01
F 3.843735 0.251147 -2.709430 -0.12 0.25 -0.14
O -2.229420 3.879154 -0.757854 0.26 -0.08 0.45
O 1.993219 1.246565 4.111920 0.69 1.40 0.06
N -0.298473 2.037268 1.536533 0.57 -0.38 -0.31
N -0.695972 2.262261 -1.051273 -0.10 -0.40 0.31
N 1.778098 0.425157 2.040385 0.01 0.38 -0.82
C -3.674055 -2.240557 -4.922664 0.06 -0.05 -0.02
C -0.995881 0.008599 -4.765591 0.31 0.02 -0.41
C -1.920039 -2.655082 -0.055954 -0.03 0.27 0.13
C -0.535282 2.010875 -6.004409 -0.02 0.04 -0.03
C -2.912378 0.018007 2.041121 0.18 0.11 -0.04
C -3.938133 -1.116365 -4.152662 -0.05 -0.07 0.11
C -0.835971 -1.228960 3.923341 0.25 0.18 -0.11
C -0.307333 -1.940002 6.558995 0.03 0.04 0.03
C -4.748565 1.056058 3.205687 -0.05 0.06 -0.04
C 4.180705 -0.432798 1.772141 0.07 0.07 -0.17
C 4.204446 -0.239579 0.399612 -0.14 0.08 0.27
C 2.574053 -2.600663 -2.955656 0.01 0.00 0.08
C 2.926807 -0.311922 2.606519 0.20 -0.33 0.12
C 1.559886 -2.338691 -0.383614 -0.24 -0.02 0.12
C -3.511800 0.428829 3.231065 0.17 -0.11 0.01
C 5.357331 -0.799930 2.428364 -0.08 -0.01 0.01
C -0.746457 0.638161 -5.974269 0.05 0.03 0.13
C 6.532982 -0.967975 1.718795 0.06 -0.03 0.02
C -1.475667 -2.368258 5.942110 -0.03 -0.03 0.01
C 0.177456 2.063867 2.772926 0.00 0.25 0.34
C -1.482019 -2.672527 1.376473 0.15 0.14 0.22
C -1.268149 2.863432 1.196137 -0.33 0.43 0.18
C 3.187603 0.445816 3.929249 0.36 -0.08 -0.24
C -2.060426 -1.648033 -2.750529 -0.49 -0.48 0.46
C -2.042680 3.822513 -2.195720 0.01 -0.29 -0.39
C -1.403455 3.721888 3.411936 -0.01 -0.04 -0.06
C -1.814514 -2.792987 -3.500894 0.03 -0.17 0.54
C -0.792522 2.109043 -3.611769 0.05 -0.08 -0.06
C -4.782257 0.920438 0.805081 -0.03 0.07 0.01
C 3.327614 -3.005765 -1.858491 -0.03 0.01 0.03
C -2.622465 -3.082870 -4.589318 -0.15 -0.05 -0.10
C -1.434789 2.943433 -0.258459 -0.26 0.13 -0.49
C -3.132273 -0.820131 -3.066017 -0.39 -0.39 0.31
C 0.775101 -1.985847 -1.488547 0.03 0.22 0.12
C -1.873244 3.721151 2.104707 0.01 -0.11 -0.06
C 0.324036 -0.787957 4.550596 -0.15 -0.34 -0.33
C -1.008039 0.744663 -3.592307 0.55 0.84 -0.12
C 5.384040 -0.406900 -0.311632 0.23 -0.07 -0.06
C -0.337754 2.898115 3.754472 0.01 0.02 -0.10
C 1.310151 -2.069905 -2.774103 -0.14 0.06 -0.10
C -1.742104 -2.019454 4.628576 -0.14 0.01 -0.18
C 0.589426 -1.142437 5.865053 -0.11 -0.07 0.04
C 2.827572 -2.863072 -0.572331 0.08 -0.06 -0.06
C 6.549187 -0.772839 0.343737 -0.12 0.00 0.02
C 1.351584 1.207473 2.956482 0.69 0.66 -0.96
C -5.385701 1.301258 1.997021 0.00 0.01 0.02
C -0.562375 2.743105 -4.830919 -0.08 0.08 0.08
C -0.784577 2.941274 -2.362852 0.16 0.44 -0.37
C -3.545942 0.297960 0.829413 0.14 -0.07 -0.01
H -3.023024 0.247161 4.179717 -0.02 0.00 0.01
H -1.162491 0.271714 -2.635002 0.21 0.79 -0.50
H -5.273172 1.118228 -0.139316 0.01 -0.01 0.00
H 0.739421 -1.728518 -3.627964 0.04 -0.02 0.00
H -2.662120 -2.355373 4.165697 -0.01 -0.03 0.02
H -2.425914 -3.968308 -5.178593 0.01 0.00 -0.01
H 7.438605 -1.249656 2.239093 0.00 0.01 0.01
H -4.767110 -0.469530 -4.405300 0.01 0.02 0.01
H -3.332530 0.062771 -2.469027 -0.05 0.01 -0.11
H -1.001982 -3.459580 -3.237993 0.01 0.00 -0.07
H -2.979127 -2.403596 -0.136131 0.05 0.06 -0.12
H -0.699762 0.061928 -6.888249 -0.06 -0.01 -0.01
H -2.186050 -2.978805 6.483215 0.02 -0.01 0.01
H -1.931472 4.834458 -2.572280 0.04 0.01 0.07
H 4.319038 -3.412394 -2.006154 0.00 -0.01 0.00
H -2.653684 4.390022 1.771488 -0.02 0.01 0.03
H -1.833263 4.392805 4.143268 0.00 -0.01 0.01
H 4.031390 1.127879 3.826764 -0.04 0.00 0.04
H 0.110573 3.570531 -2.415888 -0.12 -0.02 0.07
H -0.546608 -3.218060 1.510195 -0.02 0.07 0.08
H -0.383765 3.812259 -4.856410 0.05 -0.01 -0.03
H -1.766003 -3.611135 -0.558372 0.10 0.06 -0.09
H 5.388178 -0.247082 -1.380987 0.06 -0.01 0.17
H 7.468452 -0.900138 -0.211360 0.01 0.01 -0.01
H -6.347118 1.797158 1.981392 -0.01 -0.03 0.01
H -3.064660 0.036567 -0.106830 -0.09 0.03 -0.02
H 3.305194 0.065343 -0.118610 0.15 -0.07 0.00
H -0.100106 -2.227351 7.580769 -0.01 0.00 0.01
H -5.216508 1.349723 4.135848 0.00 0.02 0.00
H 3.325718 -0.188052 4.800401 -0.11 0.02 0.01
H 2.559169 -1.330339 2.798437 0.01 0.08 0.11
H -0.336966 2.507516 -6.944501 0.00 0.01 0.01
H 3.428608 -3.149201 0.280064 0.01 0.01 0.00
H 5.364736 -0.954455 3.501598 0.00 -0.04 0.01
H 2.975104 -2.695687 -3.955291 0.02 0.05 0.00
H 1.166650 -2.227645 0.624240 0.08 -0.08 -0.04
H -2.229528 -3.134274 2.021979 -0.02 0.05 0.04
H 1.495011 -0.800217 6.347544 0.02 0.03 0.03
H 1.024502 -0.160520 4.011961 -1.23 -1.85 1.10
H 0.117973 2.929827 4.733751 -0.04 -0.06 0.03
H -4.289692 -2.461708 -5.783957 -0.01 -0.01 0.01
H -1.174724 -1.060318 -4.739775 0.19 0.42 -0.29
H -2.928882 3.365185 -2.640149 0.00 -0.02 0.09
```
Forces are in eV/Å.

Its expectation value of S² is 8.77. Its net charge is +2. The calculation puts the LUMO energy (alpha / beta) at -6.1 / -8.5 eV. The value obtained for the max |F| is 2.48 eV/A. The energy is -293271.8351 eV. The energy relative to the best compared isomer or geometry (same formula, charge and spin) comes out at 153.8 kJ/mol. The HOMO-LUMO gap (alpha / beta) comes out at 7.3 / 4.9 eV. As for the multiplicity: 6.

Results of the Löwdin charge analysis, in e, for atoms 1 through 99:
1. As 0.833
2. As 1.355
3. As 1.324
4. Fe 0.859
5. F -0.199
6. F -0.392
7. F -0.214
8. F -0.191
9. F -0.161
10. F -0.215
11. O 0.065
12. O 0.003
13. N 0.074
14. N 0.118
15. N 0.119
16. C -0.041
17. C -0.076
18. C -0.368
19. C -0.045
20. C -0.361
21. C -0.042
22. C -0.343
23. C -0.043
24. C -0.052
25. C -0.188
26. C -0.070
27. C -0.032
28. C -0.216
29. C -0.135
30. C -0.095
31. C -0.039
32. C -0.037
33. C -0.056
34. C -0.049
35. C -0.184
36. C -0.389
37. C -0.173
38. C -0.033
39. C -0.408
40. C -0.019
41. C 0.025
42. C -0.113
43. C -0.189
44. C -0.057
45. C -0.029
46. C -0.051
47. C -0.313
48. C -0.131
49. C -0.380
50. C 0.067
51. C -0.102
52. C -0.096
53. C -0.066
54. C 0.071
55. C -0.083
56. C -0.111
57. C -0.038
58. C -0.061
59. C -0.050
60. C -0.405
61. C -0.048
62. C -0.021
63. C -0.220
64. C -0.137
65. H 0.100
66. H -0.017
67. H 0.115
68. H 0.100
69. H 0.108
70. H 0.121
71. H 0.114
72. H 0.121
73. H 0.107
74. H 0.114
75. H 0.080
76. H 0.116
77. H 0.120
78. H 0.144
79. H 0.125
80. H 0.140
81. H 0.134
82. H 0.149
83. H 0.141
84. H 0.074
85. H 0.130
86. H 0.097
87. H 0.095
88. H 0.114
89. H 0.119
90. H 0.041
91. H 0.059
92. H 0.120
93. H 0.119
94. H 0.136
95. H 0.157
96. H 0.117
97. H 0.122
98. H 0.118
99. H 0.127